Formula: C25H18AuN8OS
Source: the Open Molecules 2025 dataset
Level of theory: the ωB97M-V functional and the def2-TZVPD basis

Calculated values
**Energy above the lowest of the compared OMol25 structures with the same formula, charge and spin**: 0.0 kcal/mol
**HOMO-LUMO gap**: 0.209 hartree

```
! wB97M-V def2-TZVPD RIJCOSX def2/J DEFGRID3
* xyz 3 1
Au 0.227 -0.426 -0.200
S 5.719 -1.673 4.655
N 5.771 -1.332 3.087
C 4.521 -1.316 2.659
C 4.093 -1.042 1.301
C 4.948 -0.860 0.202
C 4.408 -0.604 -1.045
C 3.030 -0.480 -1.181
N 2.223 -0.652 -0.131
C 2.726 -0.979 1.087
C 1.766 -1.297 2.106
N 0.455 -1.266 1.748
C -0.493 -1.547 2.637
C -0.171 -1.891 3.949
C 1.153 -1.943 4.332
C 2.152 -1.623 3.399
C 3.575 -1.592 3.681
N 4.133 -1.809 4.860
H 6.019 -0.934 0.350
H 5.033 -0.497 -1.920
H 2.574 -0.238 -2.133
H -1.523 -1.493 2.309
H -0.966 -2.110 4.648
H 1.443 -2.210 5.341
N -6.641 -1.977 -0.942
C -6.036 -0.884 -0.447
O -6.589 0.069 0.049
C -4.514 -0.836 -0.493
C -3.944 0.433 -0.530
C -2.579 0.568 -0.488
N -1.778 -0.517 -0.397
C -2.314 -1.755 -0.366
C -3.677 -1.946 -0.416
H -7.649 -2.012 -0.900
H -6.165 -2.742 -1.384
H -4.584 1.306 -0.562
H -2.107 1.537 -0.520
H -1.632 -2.596 -0.310
H -4.060 -2.956 -0.354
N 0.712 3.625 -0.733
C 0.709 2.458 -0.103
N 0.330 1.486 -0.934
C 0.080 2.061 -2.186
C -0.350 1.512 -3.390
C -0.530 2.384 -4.439
C -0.299 3.768 -4.302
C 0.121 4.315 -3.111
C 0.315 3.427 -2.058
H 0.974 4.509 -0.316
H 0.958 2.333 0.939
H -0.526 0.448 -3.504
H -0.866 2.001 -5.393
H -0.451 4.415 -5.154
H 0.278 5.379 -2.995
*
```

Now the Mulliken charges, all in e: atom 1 (Au): 1.263, atom 2 (S): 0.313, atom 3 (N): -0.598, atom 4 (C): 0.624, atom 5 (C): 0.032, atom 6 (C): -0.391, atom 7 (C): -0.907, atom 8 (C): 0.011, atom 9 (N): -0.394, atom 10 (C): 0.671, atom 11 (C): 0.083, atom 12 (N): -0.580, atom 13 (C): -0.103, atom 14 (C): -0.940, atom 15 (C): -0.301, atom 16 (C): 0.202, atom 17 (C): 0.714, atom 18 (N): -0.601, atom 19 (H): 0.588, atom 20 (H): 0.470, atom 21 (H): 0.486, atom 22 (H): 0.443, atom 23 (H): 0.463, atom 24 (H): 0.591, atom 25 (N): -0.335, atom 26 (C): 0.175, atom 27 (O): -0.528, atom 28 (C): 0.751, atom 29 (C): -0.621, atom 30 (C): -0.141, atom 31 (N): -0.094, atom 32 (C): -0.482, atom 33 (C): -0.551, atom 34 (H): 0.258, atom 35 (H): 0.181, atom 36 (H): 0.539, atom 37 (H): 0.447, atom 38 (H): 0.526, atom 39 (H): 0.429, atom 40 (N): -0.048, atom 41 (C): -0.328, atom 42 (N): -0.177, atom 43 (C): 0.358, atom 44 (C): -0.658, atom 45 (C): -0.849, atom 46 (C): -0.514, atom 47 (C): -1.077, atom 48 (C): 0.994, atom 49 (H): 0.275, atom 50 (H): 0.529, atom 51 (H): 0.464, atom 52 (H): 0.440, atom 53 (H): 0.444, atom 54 (H): 0.457

=====

Formula: C25H18ClNO4PPd
Source: the Open Molecules 2025 dataset
Level of theory: the ωB97M-V functional and the def2-TZVPD basis

Calculated values
**Energy above the lowest of the compared OMol25 structures with the same formula, charge and spin**: 25.2 kcal/mol
**HOMO-LUMO gap (alpha / beta)**: 0.260 / 0.260 hartree

```
! wB97M-V def2-TZVPD RIJCOSX def2/J DEFGRID3
* xyz 1 1
Pd -0.442 1.324 -0.406
O -4.135 3.529 -0.501
C -2.939 2.966 -0.572
O -2.754 1.767 -0.580
C -1.816 3.935 -0.621
C -1.940 5.298 -0.568
C -0.769 6.063 -0.579
C 0.456 5.434 -0.634
C 0.494 4.048 -0.660
N -0.620 3.336 -0.668
C 1.754 3.241 -0.590
O 2.813 3.774 -0.815
O 1.537 2.005 -0.236
H -4.797 2.818 -0.460
H -2.919 5.752 -0.507
H -0.830 7.143 -0.541
H 1.396 5.970 -0.644
Cl -0.513 1.287 2.243
C -0.596 -0.426 2.636
C -0.810 -0.756 3.959
C -0.936 -2.097 4.301
C -0.853 -3.080 3.326
C -0.621 -2.724 2.007
C -0.466 -1.385 1.641
P -0.140 -0.976 -0.081
C -0.615 -2.374 -1.084
C -1.977 -2.606 -1.311
C -2.378 -3.707 -2.049
C -1.419 -4.570 -2.571
C -0.069 -4.336 -2.355
C 0.344 -3.232 -1.615
C 1.664 -0.926 -0.227
C 2.487 -1.267 0.840
C 3.863 -1.105 0.733
C 4.412 -0.607 -0.436
C 3.591 -0.277 -1.508
C 2.222 -0.435 -1.401
H -0.892 0.022 4.706
H -1.115 -2.367 5.335
H -0.969 -4.124 3.588
H -0.546 -3.495 1.249
H -2.724 -1.930 -0.907
H -3.431 -3.890 -2.222
H -1.730 -5.428 -3.157
H 0.673 -5.011 -2.764
H 1.397 -3.052 -1.453
H 2.061 -1.651 1.760
H 4.502 -1.360 1.569
H 5.483 -0.465 -0.512
H 4.019 0.132 -2.415
H 1.593 -0.184 -2.243
*
```

Now the Mulliken charges, all in e: atom 1 (Pd): 0.006, atom 2 (O): -0.418, atom 3 (C): 0.374, atom 4 (O): -0.515, atom 5 (C): 0.342, atom 6 (C): -0.378, atom 7 (C): -0.351, atom 8 (C): -0.541, atom 9 (C): 0.495, atom 10 (N): -0.366, atom 11 (C): 0.290, atom 12 (O): -0.623, atom 13 (O): -0.461, atom 14 (H): 0.407, atom 15 (H): 0.533, atom 16 (H): 0.456, atom 17 (H): 0.530, atom 18 (Cl): -0.146, atom 19 (C): 0.927, atom 20 (C): -0.701, atom 21 (C): -0.432, atom 22 (C): -0.864, atom 23 (C): -0.126, atom 24 (C): -0.771, atom 25 (P): 1.805, atom 26 (C): 0.244, atom 27 (C): -0.285, atom 28 (C): -0.708, atom 29 (C): -0.463, atom 30 (C): -0.783, atom 31 (C): -0.119, atom 32 (C): 0.154, atom 33 (C): -0.277, atom 34 (C): -0.705, atom 35 (C): -0.551, atom 36 (C): -0.690, atom 37 (C): -0.111, atom 38 (H): 0.474, atom 39 (H): 0.400, atom 40 (H): 0.420, atom 41 (H): 0.425, atom 42 (H): 0.425, atom 43 (H): 0.414, atom 44 (H): 0.398, atom 45 (H): 0.425, atom 46 (H): 0.412, atom 47 (H): 0.381, atom 48 (H): 0.413, atom 49 (H): 0.395, atom 50 (H): 0.410, atom 51 (H): 0.428

=====

Formula: C25H18F3MoN4O4STe
Source: the Open Molecules 2025 dataset
Level of theory: the ωB97M-V functional and the def2-TZVPD basis

Calculated values
**Energy above the lowest of the compared OMol25 structures with the same formula, charge and spin**: 23.0 kcal/mol
**HOMO-LUMO gap (alpha / beta)**: 0.234 / 0.185 hartree

```
! wB97M-V def2-TZVPD RIJCOSX def2/J DEFGRID3
* xyz 1 3
Mo 0.297 0.499 -0.787
O -5.146 -0.072 4.492
C -3.921 -0.517 4.815
O -3.742 -1.113 5.837
C -2.791 -0.231 3.860
C -2.895 0.575 2.731
C -1.803 0.769 1.901
C -0.592 0.159 2.199
C -0.473 -0.634 3.338
C -1.568 -0.823 4.159
N 0.516 0.348 1.317
C 1.683 0.581 1.830
C 2.752 0.837 0.909
C 4.074 1.049 1.292
C 5.018 1.315 0.326
C 4.617 1.375 -1.008
C 3.296 1.157 -1.321
N 2.366 0.877 -0.392
H -5.167 0.357 3.631
H -3.815 1.085 2.474
H -1.885 1.412 1.033
H 0.466 -1.127 3.561
H -1.502 -1.438 5.046
H 1.838 0.631 2.902
H 4.336 1.010 2.341
H 6.050 1.486 0.597
H 5.324 1.598 -1.794
H 2.945 1.212 -2.343
F -1.169 5.323 -2.543
C -0.053 5.061 -3.233
F -0.082 5.804 -4.347
F 0.988 5.480 -2.497
C 0.070 3.594 -3.561
C 0.138 3.164 -4.870
C 0.260 1.805 -5.153
C 0.331 0.924 -4.101
N 0.274 1.329 -2.824
C 0.116 2.644 -2.533
S -0.011 2.915 -0.824
H 0.092 3.886 -5.673
H 0.303 1.447 -6.170
H 0.442 -0.141 -4.268
O -1.538 -1.793 -2.338
N -2.304 -0.900 -1.856
O -1.810 -0.025 -1.149
Te 0.530 -2.002 -1.718
C -0.114 -3.485 -0.390
C -0.665 -3.124 0.833
C -1.108 -4.113 1.696
C -0.987 -5.450 1.338
C -0.431 -5.804 0.115
C 0.007 -4.821 -0.759
H -0.764 -2.085 1.097
H -1.550 -3.842 2.646
H -1.332 -6.221 2.013
H -0.343 -6.846 -0.160
H 0.434 -5.095 -1.716
*
```

Now the Mulliken charges, all in e: atom 1 (Mo): 0.511, atom 2 (O): -0.477, atom 3 (C): 0.574, atom 4 (O): -0.534, atom 5 (C): 1.012, atom 6 (C): -1.108, atom 7 (C): -0.596, atom 8 (C): -0.302, atom 9 (C): 0.242, atom 10 (C): -1.030, atom 11 (N): 0.547, atom 12 (C): -0.042, atom 13 (C): 0.057, atom 14 (C): -1.030, atom 15 (C): -0.303, atom 16 (C): -0.853, atom 17 (C): -0.289, atom 18 (N): 0.261, atom 19 (H): 0.288, atom 20 (H): 0.211, atom 21 (H): 0.274, atom 22 (H): 0.499, atom 23 (H): 0.504, atom 24 (H): 0.567, atom 25 (H): 0.489, atom 26 (H): 0.458, atom 27 (H): 0.435, atom 28 (H): 0.463, atom 29 (F): -0.208, atom 30 (C): 0.566, atom 31 (F): -0.296, atom 32 (F): -0.215, atom 33 (C): -0.171, atom 34 (C): -0.137, atom 35 (C): -0.987, atom 36 (C): -0.282, atom 37 (N): 0.072, atom 38 (C): 0.835, atom 39 (S): -0.450, atom 40 (H): 0.547, atom 41 (H): 0.432, atom 42 (H): 0.313, atom 43 (O): -0.323, atom 44 (N): 0.212, atom 45 (O): -0.189, atom 46 (Te): 0.472, atom 47 (C): 0.220, atom 48 (C): 0.154, atom 49 (C): -0.477, atom 50 (C): -0.579, atom 51 (C): -0.579, atom 52 (C): -0.645, atom 53 (H): 0.216, atom 54 (H): 0.475, atom 55 (H): 0.408, atom 56 (H): 0.389, atom 57 (H): 0.394

=====

Formula: C25H18N5O5Rh
Source: the Open Molecules 2025 dataset
Level of theory: the ωB97M-V functional and the def2-TZVPD basis

Calculated values
**Energy above the lowest of the compared OMol25 structures with the same formula, charge and spin**: 0.0 kcal/mol
**HOMO-LUMO gap (alpha / beta)**: 0.163 / 0.145 hartree

```
! wB97M-V def2-TZVPD RIJCOSX def2/J DEFGRID3
* xyz 0 5
Rh 0.999 0.411 -1.231
C -2.165 -5.788 -0.335
C -1.527 -4.441 -0.189
C -0.756 -4.125 0.927
C -0.155 -2.895 1.042
C -0.286 -1.901 0.055
N 0.360 -0.693 0.225
C 0.282 -0.124 1.476
C -0.865 -0.309 2.276
C -0.954 0.187 3.554
C 0.099 0.902 4.121
C 0.045 1.390 5.534
C 1.199 1.171 3.324
C 1.309 0.680 2.027
N 2.450 1.025 1.286
C 3.642 1.453 1.760
C 4.390 1.869 0.684
C 3.581 1.652 -0.431
N 2.421 1.135 -0.047
C -1.060 -2.227 -1.077
C -1.656 -3.482 -1.180
N -1.254 -1.311 -2.123
C -2.284 -1.296 -2.995
C -1.964 -0.419 -4.002
C -0.707 0.077 -3.666
N -0.300 -0.457 -2.519
H -2.308 -6.249 0.638
H -1.536 -6.450 -0.932
H -3.128 -5.705 -0.831
H -0.613 -4.858 1.708
H 0.445 -2.669 1.911
H -1.702 -0.845 1.855
H -1.856 0.028 4.125
H -0.629 0.776 6.125
H -0.311 2.419 5.570
H 1.034 1.359 5.985
H 1.988 1.793 3.720
H 3.911 1.390 2.794
H 5.373 2.288 0.704
H 3.788 1.845 -1.466
H -2.225 -3.722 -2.066
H -3.182 -1.853 -2.829
H -2.559 -0.166 -4.853
H -0.095 0.762 -4.221
O -0.737 5.886 -3.715
C -0.477 4.842 -3.173
C -1.153 4.201 -2.028
O -2.154 4.664 -1.460
C -0.440 2.957 -1.758
C 0.699 2.819 -2.682
O 1.476 1.793 -2.624
C 0.744 3.907 -3.590
O 1.484 4.197 -4.513
O -0.681 2.105 -0.889
*
```

Now the Mulliken charges, all in e: atom 1 (Rh): 0.797, atom 2 (C): -1.556, atom 3 (C): 0.339, atom 4 (C): -1.086, atom 5 (C): 0.141, atom 6 (C): 0.279, atom 7 (N): -0.140, atom 8 (C): 0.607, atom 9 (C): 0.234, atom 10 (C): -1.096, atom 11 (C): 0.370, atom 12 (C): -1.573, atom 13 (C): -0.493, atom 14 (C): -0.034, atom 15 (N): -0.131, atom 16 (C): -0.097, atom 17 (C): -1.144, atom 18 (C): -0.279, atom 19 (N): 0.065, atom 20 (C): 0.065, atom 21 (C): -0.473, atom 22 (N): 0.162, atom 23 (C): -0.089, atom 24 (C): -1.135, atom 25 (C): -0.308, atom 26 (N): -0.182, atom 27 (H): 0.387, atom 28 (H): 0.308, atom 29 (H): 0.381, atom 30 (H): 0.410, atom 31 (H): 0.533, atom 32 (H): 0.579, atom 33 (H): 0.416, atom 34 (H): 0.400, atom 35 (H): 0.307, atom 36 (H): 0.388, atom 37 (H): 0.494, atom 38 (H): 0.467, atom 39 (H): 0.425, atom 40 (H): 0.545, atom 41 (H): 0.532, atom 42 (H): 0.482, atom 43 (H): 0.445, atom 44 (H): 0.574, atom 45 (O): -0.606, atom 46 (C): 0.701, atom 47 (C): -0.413, atom 48 (O): -0.702, atom 49 (C): 1.019, atom 50 (C): 0.961, atom 51 (O): -1.069, atom 52 (C): -0.086, atom 53 (O): -0.634, atom 54 (O): -0.489

=====

Formula: C25H18N7O4S2SeW
Source: the Open Molecules 2025 dataset
Level of theory: the ωB97M-V functional and the def2-TZVPD basis

Calculated values
**HOMO-LUMO gap**: 0.240 hartree

```
! wB97M-V def2-TZVPD RIJCOSX def2/J DEFGRID3
* xyz 1 1
W -1.194 -1.021 1.643
C -3.784 -2.603 -1.702
C -2.927 -2.546 -0.608
N -2.255 -1.435 -0.334
C -2.423 -0.377 -1.151
C -3.294 -0.464 -2.223
N -3.982 -1.567 -2.500
C -1.601 0.823 -0.867
C -1.561 1.969 -1.637
C -0.674 2.989 -1.295
C 0.198 2.790 -0.227
C 0.115 1.614 0.495
N -0.803 0.691 0.195
C 1.008 1.231 1.612
C 2.112 1.976 2.004
N 2.912 1.599 2.992
C 2.603 0.466 3.608
C 1.508 -0.303 3.244
N 0.730 0.076 2.235
C -0.645 4.249 -2.072
C 0.551 4.882 -2.383
C 0.509 6.053 -3.123
N -0.619 6.617 -3.549
C -1.760 6.010 -3.236
C -1.829 4.830 -2.510
H -4.328 -3.515 -1.912
H -2.786 -3.392 0.046
H -3.447 0.383 -2.879
H -2.195 2.081 -2.504
H 0.898 3.564 0.050
H 2.356 2.903 1.502
H 3.239 0.150 4.425
H 1.258 -1.217 3.761
H 1.507 4.467 -2.089
H 1.429 6.559 -3.389
H -2.670 6.488 -3.578
H -2.793 4.403 -2.263
C 4.774 -4.352 0.323
C 3.296 -4.089 0.272
S 2.798 -2.431 0.487
C 2.324 -4.993 0.094
C 2.491 -6.469 -0.095
S 0.688 -4.385 0.086
H 5.341 -3.469 0.029
H 5.051 -5.156 -0.356
H 5.091 -4.628 1.330
H 3.543 -6.743 -0.100
H 2.048 -6.801 -1.035
H 2.009 -7.021 0.715
O -1.450 2.322 3.406
C -1.894 1.276 3.046
O -1.442 0.050 3.362
C -3.011 1.117 1.977
O -3.638 2.018 1.517
O -3.049 -0.170 1.583
Se -1.587 -2.982 2.701
C 1.071 -2.697 0.366
N 0.180 -1.819 0.512
*
```

Now the Mulliken charges, all in e: atom 1 (W): 1.590, atom 2 (C): -0.508, atom 3 (C): -0.301, atom 4 (N): 0.151, atom 5 (C): 0.121, atom 6 (C): -0.179, atom 7 (N): -0.572, atom 8 (C): 0.674, atom 9 (C): -0.963, atom 10 (C): 0.441, atom 11 (C): -1.153, atom 12 (C): 0.666, atom 13 (N): 0.125, atom 14 (C): -0.075, atom 15 (C): -0.208, atom 16 (N): -0.575, atom 17 (C): -0.526, atom 18 (C): -0.557, atom 19 (N): 0.296, atom 20 (C): 0.082, atom 21 (C): -0.555, atom 22 (C): -0.401, atom 23 (N): -0.573, atom 24 (C): -0.437, atom 25 (C): -0.483, atom 26 (H): 0.406, atom 27 (H): 0.403, atom 28 (H): 0.432, atom 29 (H): 0.735, atom 30 (H): 0.730, atom 31 (H): 0.423, atom 32 (H): 0.433, atom 33 (H): 0.491, atom 34 (H): 0.483, atom 35 (H): 0.374, atom 36 (H): 0.377, atom 37 (H): 0.530, atom 38 (C): -1.483, atom 39 (C): 0.555, atom 40 (S): -0.086, atom 41 (C): 0.333, atom 42 (C): -1.357, atom 43 (S): -0.032, atom 44 (H): 0.429, atom 45 (H): 0.403, atom 46 (H): 0.312, atom 47 (H): 0.352, atom 48 (H): 0.334, atom 49 (H): 0.318, atom 50 (O): -0.541, atom 51 (C): 0.833, atom 52 (O): -0.635, atom 53 (C): 0.641, atom 54 (O): -0.529, atom 55 (O): -0.635, atom 56 (Se): -0.227, atom 57 (C): 0.306, atom 58 (N): -0.187